Entry 1:
DFT (ωB97M-V/def2-TZVPD) results for a structure of composition C37H35IN9OS2Ti at a distorted geometry.

XYZ file:
```
86
Properties=species:S:1:pos:R:3:forces:R:3:mulliken_charge:R:1
Ti 0.627743 -0.460308 -0.772574 0.186 0.973 -0.162 -1.51
C -3.081180 1.563218 2.886718 0.031 -0.078 0.033 -0.83
C -2.397321 0.511091 3.486617 -0.024 0.013 -0.048 -0.83
C -1.662839 -0.376930 2.717008 -0.006 -0.010 0.142 -0.15
C -1.614607 -0.240816 1.330817 0.234 -0.219 -0.199 -0.72
C -2.299762 0.811774 0.735294 -0.081 0.131 -0.062 -0.27
C -3.022196 1.710506 1.510080 -0.005 -0.015 -0.037 -0.75
N -0.803321 -1.114274 0.549481 -0.260 0.003 0.095 2.07
C -0.794664 -2.447943 0.785491 0.038 -0.021 -0.095 0.51
C -1.840580 -3.188617 1.396360 0.050 0.069 -0.006 -1.16
C -1.738899 -4.548448 1.502208 0.076 -0.138 -0.012 -0.69
C -0.607331 -5.266093 1.036619 -0.256 -0.016 0.127 -0.84
C 0.423477 -4.586973 0.466003 0.205 0.175 -0.079 -0.46
C 0.334396 -3.185915 0.341602 -0.075 -0.001 0.081 0.36
N 1.321783 -2.385420 -0.179820 -0.219 -0.218 0.102 2.07
N 2.460018 -2.835436 -0.440611 0.384 0.019 -0.071 -1.54
C 3.316804 -1.815781 -0.895240 -0.209 -0.073 0.062 -0.27
C 4.656733 -2.091878 -1.097721 0.117 -0.141 0.011 -0.76
C 5.488568 -1.058553 -1.480565 0.053 0.019 -0.015 -0.42
C 4.957954 0.215241 -1.645722 0.035 -0.002 0.000 -0.99
C 3.608288 0.404822 -1.436362 -0.057 -0.025 0.023 -0.23
N 2.798990 -0.595855 -1.076686 0.056 -0.034 -0.026 1.05
H -3.650673 2.260017 3.487556 0.009 -0.007 0.002 0.45
H -2.426718 0.386612 4.561883 0.000 -0.003 0.001 0.43
H -1.110391 -1.181612 3.187625 -0.024 0.013 -0.005 0.79
H -2.260553 0.943962 -0.337958 -0.005 -0.001 -0.005 0.33
H -3.545194 2.526287 1.026783 0.002 -0.007 -0.001 0.45
H -2.720669 -2.672538 1.755112 0.003 -0.004 -0.014 0.51
H -2.559292 -5.097729 1.947491 0.011 -0.005 -0.006 0.45
H -0.574585 -6.342459 1.128324 -0.015 0.009 0.010 0.43
H 1.303368 -5.088704 0.087292 -0.002 0.006 0.000 0.47
H 5.011355 -3.100337 -0.938473 0.007 0.023 -0.005 0.56
H 6.542304 -1.238859 -1.645196 -0.007 0.000 0.001 0.42
H 5.575467 1.050195 -1.943214 0.000 -0.008 0.004 0.49
H 3.144055 1.372904 -1.570190 -0.020 0.010 -0.005 0.47
C -0.191248 3.548404 3.986770 -0.007 -0.011 -0.005 -0.71
C 1.292578 3.390428 3.691940 0.021 -0.058 0.007 -0.74
N 1.654228 2.033409 3.229575 0.002 0.116 0.116 0.16
C 2.277840 1.142496 4.215643 -0.045 0.027 -0.056 -1.00
C 1.259225 0.361994 5.031429 -0.016 -0.017 0.022 -0.40
C 1.365190 1.638710 1.994465 -0.160 0.049 -0.023 0.68
S 1.722078 0.021525 1.545029 0.007 -0.009 -0.159 -0.31
N 0.814324 2.635047 1.224657 0.192 -0.164 0.227 -0.13
C 0.355593 2.476603 0.037700 -0.125 -0.459 -0.296 -0.44
O 0.326536 1.336163 -0.629022 0.108 0.288 0.277 0.51
C -0.227123 3.614101 -0.694666 0.000 -0.008 -0.011 0.75
C -0.452518 4.826770 -0.045944 -0.004 0.016 0.007 -0.48
C -1.020335 5.880370 -0.739350 -0.008 0.005 -0.022 -0.80
C -1.357270 5.730292 -2.080556 0.007 0.002 0.024 -0.47
C -1.128001 4.525048 -2.729743 0.017 -0.005 0.035 -0.99
C -0.566654 3.463242 -2.037996 -0.027 0.050 -0.040 -0.14
H -0.396234 4.576574 4.288655 0.012 -0.007 0.006 0.42
H -0.510376 2.889371 4.794352 -0.003 0.002 -0.018 0.28
H -0.787092 3.320453 3.103666 0.008 0.013 0.013 -0.01
H 1.879018 3.568164 4.591529 0.011 0.007 -0.001 0.42
H 1.609710 4.106262 2.938727 0.009 0.007 -0.031 0.42
H 2.889760 1.769949 4.862041 0.002 0.009 0.000 0.47
H 2.947033 0.464851 3.691601 0.023 -0.012 -0.018 0.47
H 0.612946 1.029080 5.602349 0.013 -0.011 -0.003 0.27
H 1.775082 -0.292427 5.734565 -0.004 0.004 -0.010 0.43
H 0.638334 -0.251513 4.379182 0.026 0.019 0.020 -0.18
H -0.185370 4.925253 0.997718 -0.004 0.000 -0.015 0.38
H -1.202033 6.821086 -0.237086 -0.001 -0.001 -0.006 0.44
H -1.798846 6.557650 -2.620698 0.002 -0.001 0.008 0.41
H -1.384945 4.413653 -3.774618 0.000 -0.002 0.001 0.44
H -0.375841 2.522245 -2.536894 -0.002 -0.007 -0.008 0.44
S 1.094960 -0.089602 -3.272824 -0.200 -0.092 0.213 -0.51
C -0.606433 -0.436791 -3.325099 -0.023 -0.061 -0.004 0.68
C -1.445920 -0.436109 -4.435813 0.003 0.005 -0.073 -1.27
C -2.751878 -0.851428 -4.272481 0.012 0.001 0.005 -0.43
C -3.204178 -1.247021 -3.013326 -0.055 0.001 -0.116 -1.13
C -2.328338 -1.194156 -1.958453 0.154 0.028 0.073 -0.26
N -1.058477 -0.788744 -2.114169 -0.201 -0.043 0.024 1.69
H -1.055907 -0.133946 -5.397896 -0.017 -0.006 -0.001 0.58
H -3.422339 -0.878959 -5.122106 0.012 0.003 0.002 0.46
H -4.216720 -1.590435 -2.859121 0.008 0.005 -0.010 0.54
H -2.622067 -1.485157 -0.960424 0.011 0.010 0.014 0.27
I -2.441088 -6.032635 -4.647863 -0.051 -0.038 -0.014 0.13
C -0.989937 -4.689244 -4.092911 -0.020 0.016 0.072 -0.84
C -0.076249 -4.063659 -4.904182 0.096 0.066 0.034 -0.18
N 0.658821 -3.272840 -4.095625 -0.010 -0.003 -0.007 -0.24
N 0.271484 -3.327029 -2.813851 -0.066 -0.216 -0.115 0.17
C -0.728539 -4.196668 -2.800828 0.030 0.037 0.028 -0.16
H 0.099261 -4.129654 -5.964641 0.002 0.006 0.017 0.47
H 1.358436 -2.594443 -4.352570 0.015 0.003 -0.004 0.16
H -1.231007 -4.441885 -1.876869 0.012 -0.001 -0.021 0.40
```
Forces are in eV/Å.

## Properties
- F_max (eV/A) = 1.0
- ΔE to the lowest compared entry with this formula, charge and spin (kcal/mol) = 0.00
- total charge = +1
- E_LUMO (eV) = -4.1
- Kohn-Sham gap (eV) = 5.7968

Entry 2:
DFT (ωB97M-V/def2-TZVPD) results for a structure of composition C37H35Li3N7O5 at a distorted geometry.

XYZ file:
```
87
Properties=species:S:1:pos:R:3:forces:R:3:mulliken_charge:R:1
Li 2.216834 -21.578968 -3.523338 -0.184 0.683 0.695 0.92
Li 3.041918 -18.460892 -0.511385 -0.378 0.482 -0.569 0.82
Li 0.444021 -17.922982 -3.691608 0.241 -0.535 -0.048 0.71
C 1.913455 -19.383482 -2.457598 -0.800 1.806 0.407 1.83
O 2.800722 -20.068901 -1.910903 1.933 -1.002 1.459 -0.72
O 1.550616 -18.223622 -2.090640 0.651 1.510 1.669 -1.12
O 1.297941 -19.809027 -3.446705 -1.460 -2.823 -3.837 -1.13
C 5.481289 -19.550662 -5.674322 -0.652 0.918 -0.147 -0.98
C 6.105527 -18.842838 -6.715770 -0.343 -0.560 1.744 -0.67
C 6.095161 -17.468005 -6.665466 -0.123 0.575 -0.651 -0.40
C 5.388010 -16.773270 -5.668990 0.106 -1.899 -0.749 -0.90
C 4.603496 -17.476725 -4.755317 0.741 0.083 0.224 0.52
C 4.674529 -18.876310 -4.718772 0.864 -0.239 -1.354 -0.20
N 5.557643 -15.340440 -5.556814 1.989 1.128 -1.444 1.10
O 5.184794 -14.802520 -4.551062 -0.782 0.303 0.710 -0.58
O 6.223536 -14.755677 -6.437052 -1.289 -1.062 0.952 -0.64
H 5.612612 -20.622152 -5.706746 -0.273 -0.173 0.412 0.44
H 6.686310 -19.411994 -7.426510 -0.003 0.285 -0.262 0.46
H 6.615033 -16.978649 -7.475812 0.074 0.573 0.317 0.52
H 4.077192 -16.892726 -4.014811 -0.236 -0.184 0.131 0.95
H 4.137248 -19.463334 -3.988619 -0.094 0.228 0.230 0.45
N 1.064663 -17.525710 -5.680647 0.524 1.163 -0.148 -0.08
C 1.328486 -16.272784 -6.151894 1.116 -0.999 -1.800 -0.26
C 2.205964 -16.073923 -7.234726 0.023 -1.073 0.472 -0.67
C 2.858406 -17.175402 -7.831868 -1.215 0.477 0.403 -0.18
C 2.520297 -18.465714 -7.410413 0.357 1.689 0.601 -0.90
C 1.660927 -18.552439 -6.300850 0.708 -0.055 -0.426 -0.08
H 0.908548 -15.348567 -5.783284 -0.534 -0.429 0.792 0.39
H 2.426895 -15.073382 -7.576090 -0.033 0.084 0.043 0.45
H 3.566538 -16.953732 -8.616603 0.115 -0.323 -0.101 0.42
H 3.090015 -19.296738 -7.799276 -0.390 -0.299 0.047 0.46
H 1.589793 -19.523469 -5.833472 -0.549 -0.022 0.160 0.34
N 2.074164 -23.293153 -2.442178 1.434 0.098 1.976 -0.44
C 2.786208 -23.217029 -1.237553 -1.258 -0.907 -1.284 -0.17
C 2.488290 -24.038304 -0.137800 0.017 1.366 -0.911 -0.68
C 1.424118 -24.908390 -0.258046 0.083 -0.817 -0.775 -0.10
C 0.782756 -25.066868 -1.485622 0.232 0.250 0.343 -0.61
C 1.139737 -24.233494 -2.548879 -0.360 0.320 0.698 -0.16
H 3.583902 -22.489108 -1.251906 -0.072 0.093 0.258 0.41
H 2.985802 -23.906375 0.811651 0.230 -0.028 -0.095 0.40
H 1.173787 -25.574255 0.554576 -0.172 0.123 0.152 0.41
H 0.009604 -25.818168 -1.550450 -0.090 0.102 -0.341 0.39
H 0.595364 -24.197967 -3.480975 -0.106 -0.453 -0.116 0.43
N 4.695483 -17.352533 -1.095185 0.319 -0.578 -0.253 0.05
C 4.926949 -16.045840 -0.924677 0.156 -0.185 0.447 -0.26
C 6.126928 -15.454624 -1.223716 0.284 0.395 -0.585 -0.76
C 7.170478 -16.246664 -1.651430 0.475 0.775 -0.165 -0.26
C 6.954391 -17.574044 -1.865405 -0.411 -1.217 -0.246 -0.83
C 5.688217 -18.100158 -1.631334 -0.181 1.026 0.416 -0.18
H 4.209780 -15.394495 -0.447375 -0.726 -0.426 -0.153 0.44
H 6.199181 -14.377162 -1.239231 0.160 0.044 0.416 0.43
H 8.142817 -15.826303 -1.861795 0.048 0.135 -0.018 0.38
H 7.736947 -18.205245 -2.259850 0.032 -0.094 0.021 0.45
H 5.451632 -19.121886 -1.889235 -0.089 -0.131 0.195 0.57
N -1.487241 -18.523133 -3.992855 -2.574 -0.175 -0.084 0.04
C -2.568895 -17.791662 -3.572573 -0.111 -2.301 -0.849 -0.24
C -3.875264 -18.355704 -3.489311 0.105 -1.530 -0.112 -0.67
C -4.136504 -19.721543 -3.883297 2.998 2.382 0.217 -0.38
C -2.973933 -20.413380 -4.318591 -2.397 -0.370 0.030 -0.57
C -1.753935 -19.816061 -4.406115 1.449 2.492 0.742 -0.50
H -2.401955 -16.737735 -3.405909 0.020 0.009 0.431 0.40
H -4.670052 -17.810729 -3.001743 -0.081 0.402 -0.363 0.45
H -5.112509 -20.182752 -3.916512 0.004 0.114 0.304 0.41
H -3.157382 -21.440316 -4.598186 0.511 -0.135 -0.303 0.42
H -0.852753 -20.231719 -4.832129 -0.175 -0.723 0.155 0.46
N 2.177021 -17.095092 0.967545 -2.566 -1.566 0.622 0.00
C 0.811597 -17.305177 0.906420 0.318 1.850 0.716 0.08
C -0.065115 -16.777429 1.869930 1.179 1.051 -0.224 -0.67
C 0.477373 -16.095770 2.947549 0.796 -1.907 1.410 -0.48
C 1.875036 -16.192076 3.202994 -2.553 1.188 -0.355 -0.66
C 2.616665 -16.625675 2.160023 1.513 -0.869 -1.209 -0.25
H 0.253780 -17.722330 0.081059 1.082 -0.433 -0.715 0.36
H -1.128013 -16.696855 1.696289 -0.086 -0.588 -0.030 0.42
H -0.178340 -15.869075 3.775231 -0.120 0.812 -0.085 0.36
H 2.298967 -15.787167 4.110031 0.135 -0.190 -0.021 0.39
H 3.687115 -16.693388 2.286267 0.292 0.257 -0.180 0.40
N -0.375139 -20.895443 1.470871 -0.646 -0.277 0.199 -0.58
C -1.535684 -20.347950 1.899446 -0.518 0.664 -3.145 -0.39
C -2.452932 -19.812676 0.947990 0.329 -0.034 -1.586 -0.49
C -2.151151 -19.768917 -0.457140 0.580 -1.147 2.593 0.02
C -0.969727 -20.412034 -0.802145 -0.393 0.330 -1.118 0.11
C -0.160160 -21.007400 0.131853 -0.058 1.119 1.945 -0.72
H -1.859757 -20.211638 2.920614 0.794 -0.515 0.408 0.37
H -3.434092 -19.448174 1.214197 0.052 0.168 0.546 0.39
H -2.792935 -19.360215 -1.223602 -0.141 0.146 0.241 0.21
H -0.663118 -20.420907 -1.837673 0.106 -0.111 -0.160 0.22
H 0.792942 -21.414792 -0.171528 0.049 -0.314 0.064 0.89
```
Forces are in eV/Å.

## Properties
- F_max (eV/A) = 5.0
- ΔE to the lowest compared entry with this formula, charge and spin (kcal/mol) = 0.00
- total charge = +1
- E_LUMO (eV) = -2.5
- Kohn-Sham gap (eV) = 8.7273

Number 1: electronic energy -107280.69534 eV. Number 2: electronic energy -60217.83159 eV.